Version w
# BrH2OPS

A molecular structure, BrH2OPS (the ωB97M-V functional and the def2-TZVPD basis, the OMol25 dataset).

```
6
Properties=species:S:1:pos:R:3
O -0.374 1.228 -0.705
P -0.109 0.483 0.693
S -1.070 -1.240 -0.019
Br 2.576 -0.527 -0.219
H -0.402 2.144 -0.605
H -0.620 -2.088 0.855
```

Summary:
HOMO energy: -9.01 eV
Gap between HOMO and LUMO: 7.234 eV


Version x
# BrH2OPS

A single BrH2OPS molecule (the ωB97M-V functional and the def2-TZVPD basis, the OMol25 dataset).

```
6
Properties=species:S:1:pos:R:3
O 0.573 1.509 -0.039
P 1.245 0.297 0.763
S -0.016 -1.496 0.165
Br 3.316 -0.055 -0.117
H 0.499 1.391 -0.957
H 1.131 -2.056 0.451
```

Summary:
HOMO energy: -9.22 eV
Gap between HOMO and LUMO: 9.149 eV


The most stable of them is version x.


Version w
# C5H25N2O7

7 unconnected molecules or ions with the total composition C5H25N2O7 (the ωB97M-V functional and the def2-TZVPD basis, the OMol25 dataset).

```
39
Properties=species:S:1:pos:R:3
O -2.798 0.111 -2.031
C -1.692 -0.311 -1.756
N -0.820 -0.708 -2.723
C 0.655 -0.795 -2.604
C -1.252 -0.473 -0.311
N -2.186 0.295 0.555
C -0.473 -2.332 1.306
C -1.317 -1.963 0.074
H -1.134 -0.499 -3.658
H 0.940 -1.484 -1.814
H 0.939 -1.171 -3.579
H 1.052 0.175 -2.302
H -0.262 -0.079 -0.080
H -1.761 0.645 1.438
H -2.961 -0.310 0.818
H -2.574 1.154 0.085
H -0.514 -3.414 1.411
H 0.529 -1.921 1.316
H -0.993 -1.945 2.193
H -2.343 -2.301 0.225
H -0.944 -2.549 -0.771
H 1.271 2.569 0.340
H 1.539 4.034 0.745
O 0.844 3.419 0.489
H -2.738 2.397 -1.805
H -2.313 3.426 -0.616
O -2.317 2.528 -0.951
H 2.249 -3.298 -1.058
H 2.559 -3.089 0.322
O 2.344 -2.544 -0.453
H 0.261 1.167 2.717
H -0.580 2.362 2.819
O -0.661 1.433 2.568
H 2.352 2.438 2.528
H 2.981 1.069 2.131
O 2.444 1.524 2.789
H 3.118 0.291 -0.910
H 3.320 -0.325 0.533
O 3.237 0.477 0.020
```

Summary:
HOMO energy: -13.14 eV
Gap between HOMO and LUMO: 10.598 eV
Charge: +1


Version x
# C5H25N2O7

7 unconnected molecules or ions with the total composition C5H25N2O7 (the ωB97M-V functional and the def2-TZVPD basis, the OMol25 dataset).

```
39
Properties=species:S:1:pos:R:3
N 1.287 -1.293 1.443
C 0.973 0.162 1.487
C 0.653 0.648 0.085
N 0.039 1.839 -0.067
C 0.154 2.883 0.968
C 1.503 3.589 0.957
C -0.129 2.316 -1.445
O 0.897 -0.116 -0.843
H 2.119 -1.419 0.841
H 0.427 -1.880 1.032
H 1.530 -1.610 2.374
H 0.139 0.281 2.172
H 1.814 0.731 1.898
H -0.667 3.581 0.774
H -0.052 2.445 1.945
H 1.705 4.074 0.003
H 1.519 4.336 1.757
H 2.304 2.877 1.168
H 0.813 2.372 -2.002
H -0.597 3.300 -1.443
H -0.737 1.615 -2.006
H -2.405 -3.034 -1.240
H -1.205 -2.902 -2.273
O -1.571 -3.440 -1.538
H -3.803 1.179 -0.487
H -2.276 1.103 -0.279
O -3.131 0.856 0.120
H -3.952 -2.071 1.064
H -3.220 -0.831 0.424
O -3.141 -1.800 0.585
H 0.083 -1.418 -2.892
H -0.101 -2.353 -4.145
O -0.572 -1.852 -3.470
H 4.495 -2.247 1.002
H 4.196 -1.691 -0.393
O 3.900 -1.678 0.521
H -1.549 -2.443 1.029
H -0.776 -3.243 -0.037
O -0.664 -2.864 0.907
```

Summary:
HOMO energy: -13.22 eV
Gap between HOMO and LUMO: 10.751 eV
Charge: +1


The most stable of them is version x.


Version w
# HN2O3P

2 unconnected molecules or ions with the total composition HN2O3P (the ωB97M-V functional and the def2-TZVPD basis, the OMol25 dataset).

```
7
Properties=species:S:1:pos:R:3
N -1.055 0.141 3.632
N -0.930 0.480 -0.526
O -0.006 1.293 -1.022
O -0.489 -0.776 4.150
O -1.585 0.937 0.367
P -1.552 1.193 2.746
H 0.115 2.125 -0.551
```

Summary:
HOMO energy (spin up / spin down): -9.23 / -9.23 eV
Gap between HOMO and LUMO (spin up / spin down): 8.447 / 8.448 eV


Version x
# HN2O3P

A single HN2O3P molecule (the ωB97M-V functional and the def2-TZVPD basis, the OMol25 dataset).

```
7
Properties=species:S:1:pos:R:3
N -0.276 -0.491 1.892
N 1.683 -1.021 0.074
O 2.370 -1.502 0.945
O -1.164 0.111 2.358
O 1.583 -1.384 -1.074
P 0.813 0.468 0.526
H -0.178 0.293 -0.451
```

Summary:
HOMO energy (spin up / spin down): -9.48 / -9.47 eV
Gap between HOMO and LUMO (spin up / spin down): 8.405 / 8.404 eV


Version y
# HN2O3P

A single HN2O3P molecule (the ωB97M-V functional and the def2-TZVPD basis, the OMol25 dataset).

```
7
Properties=species:S:1:pos:R:3
N -1.698 -0.217 -0.455
N 0.953 -0.184 -0.051
O 1.383 -1.271 0.283
O -1.753 -1.395 -0.401
O 1.406 0.597 -0.848
P -0.278 0.586 0.989
H -0.013 1.884 0.483
```

Summary:
HOMO energy: -9.38 eV
Gap between HOMO and LUMO: 8.008 eV


The most stable of them is version w.


Version w
# C6H13NO3

A molecular structure, C6H13NO3 (the ωB97M-V functional and the def2-TZVPD basis, the OMol25 dataset).

```
23
Properties=species:S:1:pos:R:3
C 2.166 -0.455 0.022
C 0.635 -0.794 0.214
C -1.272 0.093 1.582
C -1.997 0.591 0.187
C -1.019 0.778 -0.907
C -0.054 -0.517 -1.040
H 3.138 1.229 0.057
H 2.577 -1.040 -0.866
H 2.470 -0.794 0.970
H 0.689 -1.886 0.241
H 0.607 0.771 1.436
H -1.573 -0.905 1.716
H -1.454 0.767 2.457
H -2.596 1.514 0.271
H -2.712 -0.229 0.039
H -1.419 0.787 -2.013
H 0.609 1.758 -1.006
H 0.620 -0.400 -1.895
H -0.570 -2.528 -0.553
N 0.195 -0.131 1.393
O 2.300 0.911 -0.163
O -0.293 2.030 -0.860
O -1.046 -1.551 -1.280
```

Summary:
HOMO energy: -8.77 eV
Gap between HOMO and LUMO: 9.257 eV


Version x
# C6H13NO3

3 unconnected molecules or ions with the total composition C6H13NO3 (the ωB97M-V functional and the def2-TZVPD basis, the OMol25 dataset).

```
23
Properties=species:S:1:pos:R:3
O 2.978 -0.737 -1.969
C 1.780 -0.889 -1.954
C 0.980 0.451 -1.982
C 0.740 1.074 -0.621
C 0.669 -0.069 0.447
C -0.517 -0.626 0.788
N -0.776 -1.631 1.701
C 0.050 -2.489 2.121
H 1.312 -1.851 -2.083
H 1.465 1.089 -2.737
H -0.015 0.430 -2.497
H -0.268 1.516 -0.685
H 1.571 1.727 -0.380
H 1.665 -0.411 0.612
H -1.310 0.088 0.613
H -0.261 -3.422 2.528
H 1.171 -2.411 2.059
H -1.082 2.810 2.831
H -0.869 1.518 2.194
O -1.544 2.234 2.200
H -2.833 0.986 -1.657
H -2.680 0.218 -0.348
O -2.225 0.395 -1.183
```

Summary:
HOMO energy: -9.10 eV
Gap between HOMO and LUMO: 9.215 eV


Version y
# C6H13NO3

2 unconnected molecules or ions with the total composition C6H13NO3 (the ωB97M-V functional and the def2-TZVPD basis, the OMol25 dataset).

```
23
Properties=species:S:1:pos:R:3
C -1.014 0.897 1.683
N -0.385 0.563 0.419
C 0.586 -0.537 0.384
C -0.020 -1.918 0.560
O -0.067 -2.260 1.930
C 1.266 -0.379 -0.985
C 1.315 1.129 -1.235
C 0.081 1.703 -0.567
O -0.133 2.892 -0.389
H -1.986 1.361 1.480
H -1.181 0.006 2.302
H -0.390 1.610 2.243
H 1.327 -0.381 1.187
H -1.029 -1.936 0.112
H 0.602 -2.641 0.005
H -0.250 -3.198 2.017
H 2.260 -0.840 -0.985
H 0.644 -0.863 -1.753
H 2.190 1.582 -0.746
H 1.316 1.400 -2.298
H -1.814 0.325 -0.948
O -1.853 1.011 -1.858
H -1.465 0.472 -2.555
```

Summary:
HOMO energy: -8.93 eV
Gap between HOMO and LUMO: 9.528 eV


The most stable of them is version y.


Version w
# C2H5NO

A single C2H5NO molecule (the ωB97M-V functional and the def2-TZVPD basis, the OMol25 dataset).

```
9
Properties=species:S:1:pos:R:3
C 1.283 0.498 -0.023
C -0.893 -0.624 0.096
N -0.301 0.700 0.266
O 1.810 -0.584 -0.002
H 1.708 1.479 -0.142
H -0.477 -1.326 0.859
H -1.952 -0.557 0.121
H -0.498 -0.968 -0.805
H -0.681 1.383 -0.370
```

Summary:
HOMO energy: -9.66 eV
Gap between HOMO and LUMO: 10.649 eV


Version x
# C2H5NO

A molecular structure, C2H5NO (the ωB97M-V functional and the def2-TZVPD basis, the OMol25 dataset).

```
9
Properties=species:S:1:pos:R:3
C -0.499 -0.314 -0.583
C 0.587 0.129 0.131
O -1.742 0.225 -0.366
N 1.854 0.230 -0.128
H -2.420 -0.406 -0.634
H 2.464 -0.036 0.639
H -0.372 -1.008 -1.406
H 0.072 1.054 1.022
H 0.056 0.128 1.326
```

Summary:
HOMO energy (spin up / spin down): -7.49 / -7.49 eV
Gap between HOMO and LUMO (spin up / spin down): 8.110 / 8.110 eV


Version y
# C2H5NO

A single C2H5NO molecule (the ωB97M-V functional and the def2-TZVPD basis, the OMol25 dataset).

```
9
Properties=species:S:1:pos:R:3
C -1.118 0.050 0.420
N 0.067 0.233 -0.482
C 1.283 -0.260 -0.183
O 1.510 -1.128 0.640
H -0.780 -0.199 1.439
H -1.640 1.025 0.507
H -1.297 -0.764 -0.292
H -0.101 0.745 -1.338
H 2.075 0.297 -0.712
```

Summary:
HOMO energy: -9.53 eV
Gap between HOMO and LUMO: 10.389 eV


Version z
# C2H5NO

A single C2H5NO molecule (the ωB97M-V functional and the def2-TZVPD basis, the OMol25 dataset).

```
9
Properties=species:S:1:pos:R:3
C -0.005 -0.243 0.118
C 0.023 1.148 -0.075
N 0.499 -1.214 -0.882
O 1.060 -0.808 -1.907
H 0.695 -0.562 0.870
H -1.002 -0.682 0.421
H 0.331 1.802 0.640
H -0.252 1.615 -0.984
H -0.032 -2.003 -0.899
```

Summary:
HOMO energy (spin up / spin down): -8.25 / -8.66 eV
Gap between HOMO and LUMO (spin up / spin down): 8.212 / 9.611 eV


The most stable of them is version w.


Version w
# C2H2N4S

A single C2H2N4S molecule (the ωB97M-V functional and the def2-TZVPD basis, the OMol25 dataset).

```
9
Properties=species:S:1:pos:R:3
C 1.300 -0.652 0.305
C -1.240 0.085 -0.050
N 1.143 0.622 0.053
N 0.361 -1.546 -0.037
N -0.835 -1.174 -0.218
N -0.070 1.054 -0.140
S -2.747 0.662 0.096
H 2.279 -1.004 0.583
H -0.191 1.953 -0.593
```

Summary:
HOMO energy: -9.15 eV
Gap between HOMO and LUMO: 7.716 eV


Version x
# C2H2N4S

A single C2H2N4S molecule (the ωB97M-V functional and the def2-TZVPD basis, the OMol25 dataset).

```
9
Properties=species:S:1:pos:R:3
C -0.864 0.466 -0.031
C 0.414 0.012 -0.055
H -3.143 0.395 0.017
H -1.162 1.492 0.100
N 0.812 -1.308 0.060
N 2.120 -1.299 -0.052
N 2.543 0.033 -0.023
N 1.528 0.799 0.008
S -2.247 -0.588 -0.023
```

Summary:
HOMO energy: -10.29 eV
Gap between HOMO and LUMO: 8.224 eV


The most stable of them is version w.